1.
Computed, not measured: C37H46Cl2LiN4O3S3 as an isolated structure, with wB97M-V/def2-TZVPD.

Structure (ORCA input):
```
! wB97M-V def2-TZVPD RIJCOSX def2/J DEFGRID3
* xyz 1 1
Li -0.2718 0.2937 0.2539
O -1.3895 0.6452 1.7066
S -2.5421 1.1116 2.5578
C -2.5515 2.9213 2.3629
C -1.1295 3.4621 2.2105
C -0.9970 4.4922 1.0795
C 0.4359 4.6002 0.5640
S 0.8940 3.3135 -0.6277
O 0.3770 2.0027 -0.0868
C -0.2150 3.7865 -1.9370
C -1.2650 2.9469 -2.2632
C -2.1226 3.3168 -3.2940
C -1.9149 4.5029 -3.9837
C -0.8412 5.3257 -3.6576
C 0.0215 4.9663 -2.6348
C -2.0058 1.0214 4.2487
C -0.6547 1.0600 4.5638
C -0.2757 1.0032 5.8976
C -1.2434 0.9087 6.8939
C -2.5920 0.8580 6.5617
C -2.9803 0.9049 5.2294
H -3.1013 3.3136 3.2200
H -3.1491 3.0902 1.4638
H -0.4811 2.6237 1.9674
H -0.7752 3.8886 3.1500
H -1.3195 5.4756 1.4251
H -1.6521 4.2278 0.2451
H 1.1695 4.5320 1.3717
H 0.6234 5.5269 0.0160
H -1.3963 2.0193 -1.7147
H -2.9465 2.6702 -3.5693
H -2.5832 4.7835 -4.7888
H -0.6745 6.2457 -4.2042
H 0.8722 5.5967 -2.3920
H 0.0854 1.1210 3.7738
H 0.7759 1.0296 6.1607
H -0.9437 0.8653 7.9350
H -3.3416 0.7659 7.3393
H -4.0299 0.8444 4.9585
O -1.2751 -0.7266 -0.8819
S -2.6962 -1.2317 -0.7423
C -3.6350 -0.2952 -1.9755
C -3.3077 -0.6174 -3.4094
C -2.0080 -0.4869 -3.9057
C -1.7294 -0.8126 -5.2259
C -2.7415 -1.2621 -6.0669
C -4.0338 -1.3953 -5.5786
C -4.3123 -1.0791 -4.2539
C -2.8095 -2.8527 -1.5180
C -2.1158 -3.9105 -0.7027
C -2.7214 -4.4406 0.4353
C -2.1022 -5.4513 1.1556
C -0.8765 -5.9542 0.7336
C -0.2670 -5.4291 -0.3984
C -0.8786 -4.4003 -1.1066
H -3.4032 0.7403 -1.7109
H -4.6889 -0.4754 -1.7476
H -1.2088 -0.1570 -3.2508
H -0.7162 -0.7147 -5.5980
H -2.5229 -1.5082 -7.0992
H -4.8266 -1.7501 -6.2257
H -5.3239 -1.1926 -3.8747
H -2.3940 -2.7630 -2.5206
H -3.8863 -3.0386 -1.5857
H -3.6913 -4.0688 0.7527
H -2.5846 -5.8616 2.0342
H -0.4030 -6.7602 1.2820
H 0.6884 -5.8186 -0.7320
H -0.4034 -3.9899 -1.9944
Cl 1.9587 -2.0462 -4.0951
C 2.7131 -0.6249 -3.3629
Cl 1.6005 0.2419 -2.3018
H 3.0176 0.0471 -4.1500
H 3.5553 -0.9502 -2.7709
C 0.6502 -1.7722 2.1863
N 1.5952 -2.4101 3.1019
C 2.4642 -1.3694 3.6660
N 3.2017 -0.6320 2.6272
C 2.2314 -0.0270 1.7157
N 1.3341 -1.0295 1.0935
C 2.1853 -1.9940 0.3702
N 3.1582 -2.6453 1.2478
C 2.4319 -3.3334 2.3258
C 3.9953 -1.6049 1.8611
H 0.0197 -1.0801 2.7423
H 0.0170 -2.5409 1.7327
H 3.1801 -1.8340 4.3444
H 1.8508 -0.6667 4.2332
H 2.7615 0.5027 0.9218
H 1.6227 0.6977 2.2658
H 2.7237 -1.4574 -0.4127
H 1.5466 -2.7405 -0.0896
H 3.1549 -3.8021 2.9941
H 1.7988 -4.1078 1.8932
H 4.5414 -1.0771 1.0777
H 4.7150 -2.0766 2.5296
*
```

For the largest force on an atom, the calculation gives 0.83 eV/A. For the HOMO energy, the calculation gives -10.6202 eV. The total energy is -4004.59217 Ha. For the gap between HOMO and LUMO, the calculation gives 0.3254 Eh.

Charges obtained by Mulliken population analysis, quoted in units of e:
1 Li 1.384
2 O -0.235
3 S -0.027
4 C -0.876
5 C 0.855
6 C -0.988
7 C -0.952
8 S 0.082
9 O -0.631
10 C 0.509
11 C 0.182
12 C -0.477
13 C -0.689
14 C -0.706
15 C -0.632
16 C 0.589
17 C 0.243
18 C -0.936
19 C -0.616
20 C -0.612
21 C -0.556
22 H 0.572
23 H 0.471
24 H -0.869
25 H 0.429
26 H 0.521
27 H 0.322
28 H 0.478
29 H 0.560
30 H 0.195
31 H 0.455
32 H 0.413
33 H 0.399
34 H 0.436
35 H 0.234
36 H 0.478
37 H 0.409
38 H 0.420
39 H 0.432
40 O -0.697
41 S 0.570
42 C -0.888
43 C 0.147
44 C 0.744
45 C -0.840
46 C -0.521
47 C -0.695
48 C -0.508
49 C -1.315
50 C 0.030
51 C -0.260
52 C -0.724
53 C -0.466
54 C -0.585
55 C -0.145
56 H 0.150
57 H 0.675
58 H 0.132
59 H 0.417
60 H 0.410
61 H 0.401
62 H 0.406
63 H 0.423
64 H 0.732
65 H 0.443
66 H 0.420
67 H 0.437
68 H 0.410
69 H 0.388
70 Cl -0.141
71 C -0.682
72 Cl -0.005
73 H 0.437
74 H 0.371
75 C 0.075
76 N 0.124
77 C -0.442
78 N 0.152
79 C -0.400
80 N 1.095
81 C -0.420
82 N 0.072
83 C -0.677
84 C -0.710
85 H -0.301
86 H -0.082
87 H 0.375
88 H 0.061
89 H 0.194
90 H -0.303
91 H 0.171
92 H -0.255
93 H 0.358
94 H 0.291
95 H 0.320
96 H 0.371



2.
Computed, not measured: a 11-piece molecular cluster, C20H62NO12 overall, with wB97M-V/def2-TZVPD.

Structure (ORCA input):
```
! wB97M-V def2-TZVPD RIJCOSX def2/J DEFGRID3
* xyz 1 1
C 2.4291 -2.3795 -0.2535
O 1.5261 -1.3905 0.2136
C 2.0328 -0.0763 0.0812
C 0.9186 0.9465 -0.2143
C -0.3543 0.3562 -0.8314
C -1.6331 1.0778 -0.3882
C -2.8780 0.1762 -0.4532
C -4.1058 0.9130 -0.9896
C -5.4204 0.2110 -0.7882
N -5.6485 -0.3867 0.5762
C -6.9814 -1.0363 0.3493
C -6.7631 -1.5926 -1.0841
O -5.5761 -0.9431 -1.5650
H 2.4640 -2.3983 -1.3484
H 3.4417 -2.2195 0.1213
H 2.0644 -3.3434 0.0975
H 2.5277 0.1974 1.0209
H 2.7986 -0.0442 -0.7012
H 1.3279 1.6863 -0.9014
H 0.6782 1.5082 0.6917
H -0.4370 -0.7022 -0.5851
H -0.2910 0.4307 -1.9206
H -1.4856 1.3992 0.6471
H -1.7973 1.9760 -0.9895
H -2.6797 -0.6899 -1.0869
H -3.0757 -0.2115 0.5531
H -4.1960 1.9149 -0.5599
H -4.0086 1.0283 -2.0708
H -6.2666 0.8772 -0.9909
H -5.5133 0.2342 1.4143
H -4.9732 -1.1544 0.6226
H -7.1735 -1.7918 1.1048
H -7.7283 -0.2487 0.3616
H -7.6137 -1.3460 -1.7203
H -6.5995 -2.6667 -1.0954
C -7.0485 -1.8428 4.5741
O -5.7212 -1.6958 4.0575
H -6.9681 -1.9091 5.6557
H -7.6770 -0.9842 4.3243
H -7.5178 -2.7561 4.2026
H -5.7889 -1.6542 3.1007
C 2.7937 4.3096 0.5839
O 2.1098 4.0807 -0.6423
H 2.1900 3.8643 1.3721
H 3.7812 3.8417 0.5944
H 2.9079 5.3766 0.7940
H 2.6279 4.4773 -1.3510
C 6.3763 -1.9456 -1.5150
O 5.4769 -2.9866 -1.1635
H 5.7725 -1.0908 -1.8159
H 7.0061 -1.6509 -0.6717
H 7.0199 -2.2277 -2.3519
H 6.0027 -3.7455 -0.8801
C 1.6753 7.5334 -1.5920
O 2.7774 7.0890 -2.3897
H 0.8379 6.8783 -1.8186
H 1.9090 7.4538 -0.5287
H 1.4016 8.5624 -1.8291
H 3.5351 7.6587 -2.2089
C -4.4353 1.4407 3.8494
O -4.8568 1.4553 2.4687
H -5.1885 0.8877 4.4010
H -3.4745 0.9388 3.9572
H -4.3714 2.4569 4.2338
H -4.2044 1.9538 1.9621
C 6.9358 -6.4946 -0.0002
O 7.5696 -5.2789 0.3989
H 6.8291 -6.4585 -1.0809
H 7.5375 -7.3678 0.2571
H 5.9437 -6.6023 0.4430
H 7.6817 -5.2960 1.3539
C 1.2795 5.6445 -5.4277
O 1.9313 6.8757 -5.1896
H 1.0630 5.5924 -6.4932
H 1.9085 4.7874 -5.1641
H 0.3323 5.5656 -4.8825
H 2.1340 6.9377 -4.2463
C 6.2699 5.8046 -3.0148
O 5.7272 6.2044 -1.7594
H 7.2974 6.1585 -3.0391
H 6.2732 4.7175 -3.1263
H 5.7261 6.2471 -3.8532
H 4.8140 5.9014 -1.7212
C 3.8797 -8.9128 -0.7335
O 5.2010 -8.7799 -1.2371
H 3.9641 -9.0323 0.3445
H 3.2732 -8.0262 -0.9398
H 3.3741 -9.7921 -1.1406
H 5.1525 -8.6803 -2.1927
C -5.1292 -4.6144 5.8177
O -4.4601 -3.7692 6.7395
H -4.9774 -5.6398 6.1451
H -6.2040 -4.4111 5.7942
H -4.7154 -4.5027 4.8114
H -4.5702 -2.8593 6.4468
*
```

For the largest force on an atom, the calculation gives 0.57 eV/A. For the HOMO energy, the calculation gives -11.1442 eV. The total energy is -1756.40124 Ha. For the gap between HOMO and LUMO, the calculation gives 0.3097 Eh.

Charges obtained by Mulliken population analysis, quoted in units of e:
1 C -0.754
2 O -0.380
3 C -0.664
4 C -0.286
5 C -0.670
6 C -0.787
7 C -0.356
8 C -0.974
9 C 0.022
10 N -0.011
11 C -0.461
12 C -0.447
13 O -0.434
14 H 0.310
15 H 0.337
16 H 0.266
17 H 0.269
18 H 0.371
19 H 0.157
20 H 0.240
21 H 0.490
22 H 0.254
23 H 0.366
24 H 0.351
25 H 0.386
26 H 0.207
27 H 0.443
28 H 0.407
29 H 0.394
30 H 0.343
31 H 0.406
32 H 0.296
33 H 0.400
34 H 0.302
35 H 0.371
36 C -0.819
37 O -0.416
38 H 0.330
39 H 0.341
40 H 0.358
41 H 0.172
42 C -0.670
43 O -0.416
44 H 0.278
45 H 0.302
46 H 0.269
47 H 0.238
48 C -0.612
49 O -0.440
50 H 0.217
51 H 0.293
52 H 0.281
53 H 0.246
54 C -0.628
55 O -0.438
56 H 0.228
57 H 0.270
58 H 0.326
59 H 0.273
60 C -0.561
61 O -0.588
62 H 0.199
63 H 0.286
64 H 0.287
65 H 0.234
66 C -0.576
67 O -0.533
68 H 0.203
69 H 0.375
70 H 0.255
71 H 0.293
72 C -0.538
73 O -0.518
74 H 0.250
75 H 0.235
76 H 0.227
77 H 0.329
78 C -0.534
79 O -0.483
80 H 0.246
81 H 0.245
82 H 0.268
83 H 0.247
84 C -0.556
85 O -0.477
86 H 0.221
87 H 0.241
88 H 0.301
89 H 0.279
90 C -0.459
91 O -0.509
92 H 0.291
93 H 0.183
94 H 0.192
95 H 0.298



3.
Computed, not measured: a 10-piece molecular cluster, C18H22Br3Cl15O12 overall in a non-equilibrium geometry, with wB97M-V/def2-TZVPD.

Structure (ORCA input):
```
! wB97M-V def2-TZVPD RIJCOSX def2/J DEFGRID3
* xyz 0 1
C 3.1226 4.7141 -1.7206
Br 1.2243 5.3364 -1.4301
Br 4.5104 6.1114 -1.2489
Br 3.4191 4.0610 -3.6102
H 3.2586 3.8659 -1.0496
C -0.2734 1.5211 -4.5158
Cl 0.0553 3.3099 -4.5070
Cl 0.5091 0.8702 -5.9154
Cl -2.0463 1.1950 -4.4813
H 0.1939 1.1005 -3.6254
C -3.7961 0.1817 3.4634
Cl -2.9938 -1.2262 2.6896
Cl -4.0674 -0.2262 5.1921
Cl -5.3117 0.3969 2.5794
H -3.2044 1.0892 3.3431
C 0.5673 -0.8651 4.3786
Cl 0.9980 -2.3794 3.4947
Cl 1.7386 0.4065 4.1962
Cl 0.1076 -1.0353 6.1202
H -0.3670 -0.6278 3.8699
C -3.8917 2.4416 -0.9214
Cl -4.0661 0.7107 -0.6041
Cl -5.2060 3.1396 -1.8947
Cl -2.3528 2.8828 -1.6435
H -3.9985 2.9929 0.0128
C 1.8159 -5.4965 -1.0547
Cl 2.1373 -4.8630 0.5412
Cl 0.6129 -4.5225 -1.9926
Cl 1.4699 -7.2176 -1.0244
H 2.7004 -5.4129 -1.6862
C 4.7200 0.8686 -2.9116
C 3.8054 0.2749 -4.0184
O 4.0015 -1.0991 -3.6924
C 5.2473 -1.2347 -3.1523
O 5.7878 -2.3236 -2.9552
O 5.7631 -0.0356 -2.7785
H 4.1934 1.1089 -1.9880
H 5.1552 1.8398 -3.1470
H 4.1523 0.5105 -5.0245
H 2.7388 0.4932 -3.9654
C -0.4643 -0.5238 0.1475
C 0.3567 -1.5214 -0.6816
O 1.4292 -0.8202 -1.1479
C 1.3004 0.5049 -0.9592
O 1.9946 1.4414 -1.4512
O 0.1362 0.6752 -0.2907
H -0.4886 -0.8205 1.1961
H -1.4917 -0.6326 -0.1998
H -0.2569 -1.9903 -1.4509
H 0.7875 -2.2175 0.0382
C -1.2605 -5.5318 2.7139
C -2.7477 -5.1783 2.9933
O -3.0921 -4.6259 1.8140
C -1.9927 -4.1396 1.2127
O -1.9275 -3.3743 0.2283
O -0.8990 -4.5693 1.7779
H -1.2914 -6.5204 2.2558
H -0.6903 -5.5548 3.6426
H -2.6990 -4.4822 3.8307
H -3.3216 -6.0893 3.1628
C -2.2511 4.8568 2.1916
C -1.1510 4.9546 1.1259
O -0.6055 3.6583 1.0758
C -1.2243 2.8939 1.9944
O -1.0348 1.7310 2.3689
O -2.2079 3.5544 2.5949
H -3.2060 5.0360 1.6974
H -2.0497 5.4310 3.0959
H -0.4340 5.6952 1.4801
H -1.6482 5.3016 0.2201
*
```

The SMILES is BrC(Br)Br.ClC(Cl)Cl.ClC(Cl)Cl.ClC(Cl)Cl.ClC(Cl)Cl.ClC(Cl)Cl.O=C1OCCO1.O=C1OCCO1.O=C1OCCO1.O=C1OCCO1. For the largest force on an atom, the calculation gives 5.27 eV/A. For the HOMO energy, the calculation gives -10.3475 eV. The total energy is -16226.81842 Ha. For the gap between HOMO and LUMO, the calculation gives 0.3536 Eh.

Charges obtained by Mulliken population analysis, quoted in units of e:
1 C -0.173
2 Br -0.010
3 Br -0.070
4 Br -0.058
5 H 0.262
6 C 0.990
7 Cl -0.114
8 Cl -0.137
9 Cl -0.117
10 H -0.681
11 C 0.449
12 Cl -0.035
13 Cl -0.140
14 Cl -0.114
15 H -0.176
16 C 0.796
17 Cl -0.076
18 Cl -0.113
19 Cl -0.152
20 H -0.522
21 C 0.144
22 Cl -0.087
23 Cl -0.142
24 Cl 0.004
25 H 0.050
26 C -0.053
27 Cl -0.076
28 Cl -0.121
29 Cl -0.137
30 H 0.366
31 C -0.013
32 C 0.348
33 O -0.325
34 C 0.602
35 O -0.588
36 O -0.374
37 H 0.114
38 H 0.285
39 H 0.342
40 H -0.379
41 C 0.882
42 C 0.157
43 O -0.353
44 C 0.292
45 O -0.335
46 O -0.095
47 H -0.571
48 H -0.007
49 H 0.206
50 H -0.021
51 C -0.437
52 C -0.353
53 O -0.296
54 C 0.596
55 O -0.569
56 O -0.074
57 H 0.286
58 H 0.324
59 H 0.226
60 H 0.340
61 C -0.412
62 C -0.435
63 O -0.078
64 C 0.625
65 O -0.482
66 O -0.361
67 H 0.262
68 H 0.307
69 H 0.271
70 H 0.331



> Look up the HOMO energy of the first one.

-10.6202 eV



> Which formula does entry 2 have?

C20H62NO12



> Which value of HOMO energy does entry 3 give?

-10.3475 eV